# 1
Computed, not measured: C18H45CaF9N9O17P2S3 as an isolated structure in a non-equilibrium geometry, with ωB97M-V/def2-TZVPD.

```
104
Properties=species:S:1:pos:R:3:forces:R:3
Ca 0.410 0.224 -0.259 -0.58 -0.06 -0.20
C 3.169 3.836 -1.922 0.24 -0.12 -0.11
F 4.295 4.230 -2.534 0.03 -0.02 0.00
F 2.922 4.704 -0.940 -0.22 0.11 0.08
F 2.183 3.909 -2.824 -0.20 0.01 0.04
S 3.375 2.131 -1.264 0.12 0.08 -0.08
O 3.732 1.361 -2.428 0.06 -0.14 -0.33
O 4.411 2.297 -0.284 0.03 0.01 0.29
O 2.058 1.809 -0.728 -0.09 0.33 0.02
C -2.441 1.714 -3.613 -0.43 -0.29 -0.23
F -2.240 0.543 -4.248 0.12 0.25 -0.06
F -1.330 2.445 -3.727 -0.01 0.09 -0.15
F -3.445 2.348 -4.243 0.29 -0.03 -0.04
S -2.867 1.424 -1.864 -0.04 0.43 0.31
O -3.884 0.401 -1.905 -0.03 -0.05 0.03
O -1.585 0.987 -1.341 0.19 -0.20 0.24
O -3.282 2.726 -1.403 -0.05 -0.08 0.04
C 1.629 -1.072 3.973 -0.19 -0.16 -0.18
F 1.069 -2.161 4.519 0.03 0.13 0.05
F 0.670 -0.146 3.840 0.18 -0.04 0.14
F 2.543 -0.600 4.826 -0.06 -0.03 0.09
S 2.396 -1.477 2.320 0.27 0.22 0.03
O 1.461 -0.842 1.400 0.08 -0.23 0.43
O 3.688 -0.846 2.371 0.08 0.13 0.01
O 2.405 -2.916 2.257 -0.10 -0.13 0.04
C 1.806 0.670 -4.660 0.66 1.04 -0.14
N 0.870 -0.252 -4.003 0.24 -0.31 0.03
O 0.555 -1.255 -4.610 -0.15 -0.04 -0.09
O 0.508 0.010 -2.879 -0.07 0.08 -0.03
H 1.592 0.771 -5.718 -0.29 -0.30 0.00
H 2.825 0.314 -4.524 -0.16 -0.36 0.12
H 1.772 1.636 -4.163 -0.25 -0.11 0.07
C -3.819 -0.828 1.170 -0.42 -0.13 0.08
N -2.575 -0.961 1.961 -0.19 0.33 0.01
O -1.562 -0.544 1.459 0.18 -0.19 0.17
O -2.666 -1.409 3.092 0.02 -0.01 -0.08
H -4.231 0.159 1.378 0.12 0.01 -0.01
H -4.513 -1.585 1.523 0.04 -0.04 -0.06
H -3.598 -0.898 0.115 0.14 -0.02 -0.11
C 4.786 -1.054 -0.613 -0.01 -0.19 -0.31
N 3.655 -1.391 -1.521 0.09 0.04 0.34
O 2.542 -1.071 -1.157 0.04 -0.22 -0.36
O 3.900 -2.010 -2.535 -0.09 0.03 -0.14
H 5.679 -1.028 -1.225 0.02 0.12 -0.01
H 4.838 -1.876 0.097 -0.06 0.11 0.17
H 4.558 -0.113 -0.131 0.08 -0.06 0.16
O -0.299 1.827 1.334 0.65 -1.19 -1.24
P -0.605 3.052 2.058 0.08 1.33 0.67
N 0.758 3.603 2.813 -0.19 -0.33 0.19
C 0.711 4.598 3.864 0.87 0.24 -0.18
C 2.063 3.000 2.508 0.16 0.45 -0.01
N -1.740 2.912 3.252 -0.16 -0.03 0.26
C -1.363 2.063 4.382 -0.68 -0.19 -0.01
C -3.123 2.713 2.849 -0.24 0.06 0.06
N -1.239 4.226 1.095 -0.72 0.04 -0.18
C -0.697 4.363 -0.249 0.17 -0.08 -0.05
C -1.853 5.438 1.627 0.61 -0.11 -0.19
H -0.302 4.760 4.218 -0.07 -0.04 0.08
H 1.134 5.557 3.529 -0.21 -0.01 -0.04
H 1.368 4.281 4.683 -0.33 -0.06 0.16
H 2.833 3.575 3.028 -0.10 -0.09 0.16
H 2.316 3.098 1.454 -0.15 -0.27 -0.04
H 2.122 1.958 2.819 0.02 -0.04 -0.09
H -2.015 2.290 5.233 0.23 0.26 0.05
H -1.556 1.002 4.167 0.33 0.10 -0.12
H -0.319 2.222 4.630 0.00 -0.12 0.14
H -3.353 1.647 2.722 0.01 0.10 0.07
H -3.790 3.127 3.614 0.03 -0.15 0.04
H -3.345 3.223 1.914 0.12 -0.09 -0.07
H -1.405 4.937 -0.846 0.06 0.00 -0.07
H 0.280 4.858 -0.235 0.00 0.16 -0.10
H -0.575 3.391 -0.724 -0.07 -0.01 0.09
H -1.085 6.182 1.887 -0.15 0.05 0.11
H -2.457 5.210 2.499 0.03 0.08 0.11
H -2.488 5.882 0.859 -0.07 -0.09 -0.01
O -0.367 -1.940 -0.727 -0.04 0.76 0.15
P -0.613 -3.361 -1.015 -0.02 -0.86 -0.17
N -1.262 -4.112 0.312 0.32 0.26 0.38
C -1.768 -5.464 0.179 0.08 0.07 0.28
C -0.757 -3.737 1.639 -0.67 0.28 0.01
N 0.689 -4.268 -1.447 0.28 -0.12 -0.67
C 1.255 -4.131 -2.800 -0.04 -0.45 0.43
C 1.609 -4.694 -0.404 -0.63 -0.50 0.47
N -1.652 -3.588 -2.258 -0.30 0.29 -0.55
C -2.459 -2.447 -2.691 -0.02 0.22 -0.03
C -1.707 -4.754 -3.113 -0.10 -0.21 0.52
H -2.597 -5.491 -0.528 0.04 -0.11 -0.08
H -2.137 -5.781 1.156 -0.10 -0.01 -0.06
H -0.988 -6.178 -0.120 -0.10 -0.02 -0.09
H -0.113 -4.497 2.082 0.16 0.03 -0.06
H -1.606 -3.549 2.306 0.08 -0.26 0.05
H -0.239 -2.785 1.563 0.27 -0.11 0.01
H 1.018 -5.021 -3.397 -0.12 0.18 -0.09
H 0.884 -3.233 -3.283 0.09 0.02 -0.18
H 2.340 -4.105 -2.735 0.04 0.38 0.00
H 1.877 -3.886 0.277 0.40 -0.01 -0.12
H 1.127 -5.468 0.209 0.10 0.07 0.02
H 2.462 -5.179 -0.868 0.26 0.21 0.05
H -2.843 -1.890 -1.843 0.03 0.07 0.06
H -1.885 -1.750 -3.306 0.01 -0.06 0.00
H -3.320 -2.784 -3.270 0.04 -0.18 0.04
H -1.061 -5.528 -2.700 0.04 0.00 -0.14
H -1.402 -4.536 -4.139 -0.03 0.04 -0.03
H -2.727 -5.157 -3.101 0.00 0.04 -0.24
```
Forces are in eV/Å.

Computed properties:
* maximum force: 1.8 eV Å⁻¹
* Kohn-Sham gap: 8.83 eV
* total charge: -1
* HOMO energy: -6.360 eV
* electronic energy: -161599.856 eV


# 2
Computed, not measured: a 2-piece molecular cluster, C5H12S overall in a non-equilibrium geometry, with ωB97M-V/def2-TZVPD.

```
18
Properties=species:S:1:pos:R:3:forces:R:3
C -2.558 -1.152 -4.597 1.06 -0.85 -0.44
C -2.888 -1.200 -3.137 -0.24 0.71 1.20
S -1.828 -0.001 -2.226 0.36 -0.10 -0.22
H -1.522 -1.483 -4.756 -0.04 0.06 0.20
H -2.583 -0.162 -5.034 -0.48 0.21 0.00
H -3.130 -1.881 -5.173 -0.36 0.31 0.01
H -3.881 -0.861 -2.888 -0.55 0.05 -0.44
H -2.809 -2.176 -2.673 0.36 -0.27 -0.25
H -2.431 -0.041 -1.032 -0.11 -0.12 -0.07
C 2.650 0.003 2.908 0.30 -0.30 0.38
C 2.238 1.100 3.849 -0.31 -0.11 -1.14
C 2.935 2.178 4.163 -0.13 0.80 0.67
H 3.721 -0.200 2.932 0.06 0.16 -0.11
H 2.148 -0.950 3.090 -0.09 0.11 0.17
H 2.361 0.313 1.902 0.12 -0.05 -0.06
H 1.165 1.111 4.022 0.02 0.14 0.25
H 2.416 3.034 4.587 -0.01 -0.24 0.27
H 3.997 2.367 4.062 0.04 -0.51 -0.43
```
Forces are in eV/Å.

Computed properties:
* SMILES: C=CC.CCS
* maximum force: 1.4 eV Å⁻¹
* Kohn-Sham gap: 9.81 eV
* HOMO energy: -8.999 eV
* electronic energy: -16213.668 eV


# 3
Computed, not measured: C28H45N10OsSSi as an isolated structure in a non-equilibrium geometry, with ωB97M-V/def2-TZVPD.

```
86
Properties=species:S:1:pos:R:3:forces:R:3
Os 0.055 -0.003 0.084 0.34 -0.24 -0.64
C -0.407 -1.317 5.299 -0.42 0.62 0.36
Si -1.616 0.122 5.591 0.06 -0.03 -0.54
C -3.377 -0.398 6.041 0.63 0.30 -0.22
C -1.025 1.727 6.389 -0.13 -0.66 -0.28
C -1.874 0.651 3.477 1.09 -0.09 0.48
C -3.209 0.552 3.053 -0.76 0.12 -0.28
C -3.583 0.099 1.787 0.04 -0.22 -0.32
C -2.860 -0.600 0.852 -0.93 0.24 0.05
N -1.562 -1.152 1.020 0.88 0.10 0.36
C -0.775 0.889 2.886 -0.68 -0.11 0.89
S 0.683 1.124 2.248 0.10 -0.11 -0.94
H -0.110 -1.748 6.250 0.07 -0.08 0.23
H 0.503 -1.004 4.795 0.12 0.17 -0.04
H -0.856 -2.125 4.724 -0.23 0.00 -0.06
H -3.366 -0.935 6.986 0.14 -0.09 0.18
H -3.832 -1.057 5.305 0.06 -0.10 -0.09
H -4.030 0.461 6.182 0.00 0.13 -0.02
H -1.007 1.594 7.470 -0.01 -0.07 0.17
H -1.703 2.553 6.184 -0.15 -0.05 -0.08
H -0.027 2.030 6.085 0.12 -0.10 -0.10
H -3.986 0.870 3.726 -0.15 0.01 0.09
H -4.613 0.298 1.517 -0.04 -0.06 -0.13
H -3.318 -0.827 -0.098 0.04 0.06 -0.09
C 0.826 3.295 -0.661 -0.35 0.15 -0.36
N 2.045 2.856 -0.027 0.08 -0.66 -0.18
C 2.495 3.735 1.036 0.28 0.28 0.35
C 2.597 1.660 -0.293 0.60 0.87 0.47
N 1.803 0.659 -0.776 -1.35 -0.14 0.82
C 2.324 -0.271 -1.672 0.18 -1.37 -1.26
C 3.465 -0.059 -2.459 -0.35 -0.09 0.11
C 4.017 -1.095 -3.186 -0.04 -0.19 0.00
C 3.476 -2.374 -3.100 0.06 0.14 -0.06
C 2.277 -2.573 -2.446 0.01 0.32 0.18
C 1.627 -1.505 -1.824 1.61 0.43 -0.33
N 0.353 -1.595 -1.261 -0.59 1.20 1.19
C -0.570 -2.474 -1.680 -0.64 -0.32 -0.28
N -1.589 -2.784 -0.821 0.44 0.27 -0.01
C -2.900 -3.217 -1.296 -0.40 -0.22 -0.19
C -1.431 -2.584 0.591 0.26 -0.48 0.09
N -0.582 -3.011 -2.913 -0.07 0.37 0.72
C -0.110 -2.300 -4.081 0.10 0.33 -0.45
C -1.034 -4.363 -3.202 -0.16 -0.44 -0.03
N 3.906 1.493 -0.045 -0.78 0.09 -0.04
C 4.869 2.567 -0.208 0.38 0.43 -0.07
C 4.494 0.230 0.340 0.17 -0.53 0.17
H 0.663 2.736 -1.577 0.00 0.11 0.06
H 0.922 4.352 -0.908 0.00 0.03 0.01
H -0.036 3.180 0.008 0.11 0.01 -0.06
H 1.619 4.064 1.598 0.02 -0.04 -0.04
H 2.998 4.624 0.652 0.02 -0.06 -0.04
H 3.156 3.208 1.717 0.05 -0.01 0.01
H 3.922 0.917 -2.495 0.08 0.10 0.04
H 4.888 -0.920 -3.797 0.12 0.03 0.01
H 3.978 -3.205 -3.569 0.02 -0.09 -0.09
H 1.836 -3.555 -2.406 -0.05 -0.15 -0.07
H -3.094 -2.802 -2.282 0.01 0.00 -0.02
H -3.666 -2.847 -0.618 0.04 0.01 0.00
H -2.998 -4.303 -1.336 0.06 0.08 0.00
H -0.430 -2.921 0.895 -0.28 0.17 0.05
H -2.187 -3.183 1.111 0.14 0.11 -0.09
H -1.347 -1.125 2.023 -0.01 -0.07 -0.12
H 0.109 -1.264 -3.839 0.00 -0.03 -0.03
H -0.898 -2.326 -4.836 0.01 0.00 0.03
H 0.786 -2.759 -4.501 -0.04 0.00 0.04
H -1.084 -4.960 -2.297 0.00 0.00 0.04
H -0.307 -4.827 -3.871 0.02 0.04 0.06
H -2.001 -4.375 -3.708 0.01 0.03 0.04
H 4.454 3.375 -0.803 -0.04 -0.01 0.00
H 5.739 2.166 -0.732 -0.06 -0.02 -0.02
H 5.219 2.965 0.744 -0.04 -0.03 0.04
H 3.725 -0.498 0.589 0.03 0.01 -0.01
H 5.119 0.401 1.219 -0.06 -0.04 -0.03
H 5.127 -0.172 -0.455 -0.08 0.03 0.05
N -1.304 2.333 -4.905 0.14 0.06 -0.48
C -1.678 2.216 -3.634 -0.04 -0.37 1.00
C -1.033 1.329 -2.731 0.03 0.08 -0.61
N -1.405 1.242 -1.466 0.19 -0.20 0.44
C -2.417 2.006 -1.048 -0.26 0.27 0.21
C -3.060 2.866 -1.941 0.16 -0.40 0.52
N -2.696 2.959 -3.192 0.03 0.29 -0.87
H -0.500 1.855 -5.270 -0.05 0.03 -0.05
H -1.789 2.989 -5.497 0.01 -0.01 0.00
H -0.201 0.728 -3.068 0.15 -0.11 0.07
H -2.701 1.948 -0.008 -0.02 0.01 -0.01
H -3.888 3.490 -1.633 -0.03 0.01 0.16
```
Forces are in eV/Å.

Computed properties:
* 2S+1: 5
* maximum force: 1.9 eV Å⁻¹
* ⟨S²⟩: 6.049
* Kohn-Sham gap (alpha / beta): 6.50 / 6.05 eV
* total charge: +3
* HOMO energy (alpha / beta): -15.277 / -15.889 eV
* electronic energy: -65821.406 eV


# 4
Computed, not measured: a 2-piece molecular cluster, C2H2F2 overall in a non-equilibrium geometry, with ωB97M-V/def2-TZVPD.

```
6
Properties=species:S:1:pos:R:3:forces:R:3
C 0.341 0.135 0.027 -0.38 -3.59 -1.25
C 1.402 0.767 -0.080 5.54 -0.83 0.19
F 2.453 1.447 -0.007 -1.77 -0.31 -0.11
F 2.821 -1.421 0.081 -1.24 1.66 -0.31
H 0.299 -0.965 -0.314 0.53 1.63 0.74
H -0.525 0.601 0.277 -2.67 1.43 0.73
```
Forces are in eV/Å.

Computed properties:
* maximum force: 5.6 eV Å⁻¹
* Kohn-Sham gap (alpha / beta): 7.05 / 7.35 eV
* HOMO energy (alpha / beta): -9.208 / -9.390 eV
* electronic energy: -7535.042 eV